DFT (ωB97M-V/def2-TZVPD) results for 5 unconnected molecules or ions with the total composition C64H42BrNO10P.

## Properties
- Multiplicity: 1
- Charge: +1
- E_LUMO: -5.23 eV
- Highest occupied orbital energy: -10.9 eV
- ΔE to the lowest compared entry with this formula, charge and spin: 73.3 kcal/mol

Geometry (Å):
C 0.825 -3.097 -0.463
H -3.151 0.759 2.904
C -8.015 -6.566 -3.783
C -1.324 4.635 6.103
H -5.925 -5.094 -1.544
O -9.758 -7.207 -5.217
C -3.278 -5.198 0.643
C 11.143 2.107 -2.977
H -7.535 -8.318 -4.946
C 13.129 0.209 -2.509
H 2.987 5.298 3.417
C 3.313 4.167 -1.370
C -5.455 -6.829 -2.716
H 7.018 3.601 -2.342
O -0.123 4.783 6.257
C 0.240 5.130 0.692
C -4.558 6.189 7.273
C -4.176 4.229 5.792
H -4.455 -6.926 -2.307
C -11.850 -3.181 -3.136
C 4.977 3.613 -3.026
C 5.979 3.753 -2.068
H 14.435 1.882 -2.181
C 10.838 0.748 -3.052
C -0.941 2.783 4.488
C -7.567 -5.667 -2.816
H -5.627 6.062 7.138
C 8.598 -3.826 -3.851
C -1.906 -2.798 0.764
C -10.212 -5.281 -3.956
C 2.220 5.251 2.650
H 10.668 -4.164 -3.392
H -5.612 -3.411 0.341
C -3.211 3.363 5.075
C -4.617 -2.842 0.464
Br -3.261 1.303 0.479
C -9.360 -6.415 -4.382
C -12.269 -4.036 -4.153
H -2.343 8.186 8.896
H 10.375 2.851 -3.160
H 0.643 5.824 3.991
H -1.115 5.739 2.244
C 11.537 -1.647 -2.959
C -2.017 -1.256 0.726
C 5.648 4.086 -0.758
C 4.313 4.289 -0.405
C 7.866 -1.529 -3.833
C 3.970 4.629 0.995
C -4.560 -1.298 0.435
H -0.535 5.087 -0.067
C -2.712 7.387 8.261
C -7.187 -7.609 -4.201
H 1.162 -2.689 2.677
H 12.674 3.571 -2.620
C 3.647 3.819 -2.680
H 2.872 3.713 -3.432
C -1.838 3.576 5.205
H -5.266 -8.549 -3.997
C 11.836 -0.203 -2.833
H 0.128 2.952 4.573
C -3.251 -3.596 0.637
H 6.433 4.191 -0.016
H -10.285 -2.693 -1.750
C 0.901 5.547 2.974
H -11.790 -5.754 -5.347
C 1.562 4.826 0.364
C 1.897 4.420 -1.019
C -4.083 7.218 8.079
C 13.428 1.564 -2.428
H -4.550 -6.575 0.152
H 13.906 -0.526 -2.324
H -4.782 7.889 8.568
O -8.067 -3.813 -1.461
C 12.437 2.513 -2.671
C 9.159 -1.119 -3.506
H 8.383 -4.880 -3.995
H 1.577 -3.924 -0.682
C -3.661 5.330 6.637
H 7.075 -0.796 -3.958
H -4.749 2.162 4.157
O -5.374 4.041 5.681
H 1.249 -4.518 2.690
C -5.910 -7.739 -3.668
C -6.284 -5.797 -2.287
H -0.714 1.166 3.093
H -0.748 6.676 7.767
H -13.232 -3.884 -4.628
C -9.781 -4.410 -2.954
C 9.453 0.325 -3.361
H 1.294 -2.151 -0.032
C -1.414 1.776 3.655
H -5.555 -0.741 0.276
O 1.019 4.301 -1.859
C 9.885 -3.422 -3.512
H 6.581 -3.196 -4.262
O 8.569 1.154 -3.499
O 12.407 -2.478 -2.764
C 10.168 -2.067 -3.334
P -0.318 -3.815 0.912
C -3.682 2.340 4.252
C -2.784 1.549 3.545
O -4.044 -5.889 -0.361
H -1.074 -0.618 0.789
C 7.587 -2.880 -4.004
C -2.287 5.512 6.804
C 2.556 4.901 1.341
H 5.236 3.346 -4.046
C 0.505 -3.637 2.602
H 0.132 -2.862 -1.351
C -11.455 -5.088 -4.558
N -3.308 -0.588 0.564
C -1.815 6.537 7.625
H -0.203 -3.739 3.489
O -2.686 -5.912 1.481
C -10.608 -3.365 -2.537
H -12.489 -2.366 -2.814
C -0.087 5.496 1.993
C -8.444 -4.574 -2.341
O 4.838 4.690 1.848

Atomic partial charges in e from the Mulliken method, atoms 1 to 5: atom 1 (C): -0.9743, atom 2 (H): 0.9857, atom 3 (C): 0.3429, atom 4 (C): 0.6541, atom 5 (H): 0.5603

DFT (ωB97M-V/def2-TZVPD) results for a molecular structure, C64H50N10O4P2SSeZr.

## Properties
- Multiplicity: 1
- Charge: +2
- E_LUMO: -5.39 eV
- Highest occupied orbital energy: -11.7 eV
- ΔE to the lowest compared entry with this formula, charge and spin: 9.0 kcal/mol

Geometry (Å):
C 1.829 2.129 1.048
C 0.052 7.474 1.910
H 3.191 3.625 1.738
H -0.620 -3.205 -4.076
H 0.062 8.433 1.409
C -1.941 -6.093 0.149
C 0.171 -5.853 -1.142
C 2.839 1.933 -1.872
H -0.910 -0.017 4.698
H 1.070 2.833 0.720
H 3.523 5.677 1.011
C -2.601 0.655 -6.093
O 0.522 -3.072 1.463
C -3.118 1.294 -3.442
C -1.157 0.713 3.937
H 0.125 -0.616 -4.047
C -2.095 -0.140 -5.080
H -1.539 -1.035 -5.337
C 2.455 -0.076 1.266
H -3.128 -0.235 1.017
H -2.502 4.476 1.118
C -3.054 -5.474 0.808
C 0.958 -1.720 6.393
H 4.282 7.288 0.982
C -1.696 1.947 4.295
H -0.623 -3.146 6.106
C 2.000 -1.046 5.762
H 4.892 1.940 2.440
C 1.508 -2.136 3.691
C 2.373 4.060 -2.882
H 4.095 3.654 -1.664
C -4.220 -3.381 1.480
H -3.336 1.538 -2.408
N -0.104 -3.079 -0.990
N -3.920 -6.294 1.351
C 0.928 -3.646 -1.604
H -5.227 -4.059 -2.478
C -3.366 1.774 -5.785
H -3.759 2.395 -6.579
H 0.148 4.084 3.751
C -1.245 1.877 -0.617
H 3.891 6.529 2.539
C -1.098 5.710 3.082
C -1.979 2.926 3.357
C 1.217 3.541 -3.445
C -3.151 -4.035 0.869
C -2.279 -2.438 -2.946
N 1.559 0.836 0.863
H -0.379 -1.277 8.017
P -1.559 -0.833 -2.412
C 0.190 -2.607 5.636
C 0.863 2.218 -3.214
H -0.144 -3.499 3.712
H 3.122 -0.744 3.970
H -5.020 -3.969 1.911
H 0.879 -2.441 8.400
H -1.871 3.852 -1.185
N -2.121 -1.918 0.395
C 1.667 1.409 -2.419
O -0.423 -0.773 2.209
C 4.756 -2.009 -4.708
C -3.635 2.083 -4.462
H 2.646 5.090 -3.068
H -4.052 -5.754 -3.843
C -1.727 3.163 -0.364
C -0.925 -5.286 -0.487
C 1.276 5.540 2.679
C 1.111 -5.019 -1.699
P 1.349 -0.365 -2.063
N -1.058 0.967 0.319
H 3.663 -2.120 -1.503
C 2.799 -0.642 -4.434
C -3.153 -1.314 0.982
N -2.622 4.084 3.775
H -2.408 0.395 -7.126
C 0.672 -1.521 7.852
H 2.202 4.997 2.808
H 1.283 -0.725 8.273
C 0.455 -2.815 4.296
C -1.774 2.624 1.975
H -1.758 -5.322 -4.641
C 3.188 3.253 -2.098
C -3.556 -4.827 -3.587
C -1.098 6.967 2.466
H 0.591 4.162 -4.072
H 1.982 -5.407 -2.207
H 1.642 -2.982 -2.065
N -1.929 -7.403 0.176
O 2.324 7.324 1.423
C 2.723 -1.018 -3.092
C -2.266 -4.580 -4.038
C 2.288 -1.257 4.422
C -1.630 -3.388 -3.725
C -2.128 -3.263 0.298
H 4.390 -0.489 2.100
H -0.036 1.818 -3.676
C -4.218 -3.873 -2.825
C 4.702 -2.364 -3.370
N -2.345 5.270 3.560
H 0.256 -6.930 -1.186
C -1.261 1.347 1.625
H -1.043 1.575 -1.633
C 3.678 0.283 1.835
H 2.087 0.063 -4.847
H 5.447 -3.031 -2.956
H 3.861 -0.844 -6.277
H -2.028 7.518 2.417
N 2.043 -1.358 0.960
C 3.002 2.568 1.622
H -1.860 2.180 5.339
Zr 0.000 -1.106 0.326
H 3.488 1.288 -1.286
C 1.252 6.761 2.000
C 3.692 -1.864 -2.558
S 1.817 -2.589 1.998
C -4.231 -2.003 1.514
O 2.891 -3.527 1.939
H 2.607 -0.353 6.331
C -3.580 -2.684 -2.510
H -4.097 -1.928 -1.923
C 0.110 5.017 3.204
C -2.332 0.186 -3.743
C -2.045 3.517 0.923
Se -3.358 -7.930 1.050
C -0.934 0.393 2.613
C -1.026 -3.894 -0.425
H -5.050 -1.457 1.960
C 3.808 -1.142 -5.238
H -4.248 2.942 -4.223
H 5.542 -2.398 -5.341
C 3.571 6.655 1.502
N 0.044 -0.839 -3.063
C 3.949 1.623 2.013

Atomic partial charges in e from the Mulliken method, atoms 1 to 5: atom 1 (C): -0.1658, atom 2 (C): -0.7114, atom 3 (H): 0.1438, atom 4 (H): 0.4388, atom 5 (H): 0.4734

DFT (ωB97M-V/def2-TZVPD) results for a molecular structure, C64H52AsN4O2PRu.

## Properties
- Multiplicity: 2
- Charge: +1
- E_LUMO (spin up / spin down): -2.78 / -3.36 eV
- Highest occupied orbital energy (spin up / spin down): -9.9 / -9.9 eV
- ΔE to the lowest compared entry with this formula, charge and spin: 0.0 kcal/mol

Geometry (Å):
H 0.139 -6.981 -4.725
H -2.537 -1.376 5.108
H 0.443 4.276 -2.495
H -5.750 1.659 -4.422
H 7.177 -1.765 0.355
H -0.087 4.542 3.726
H -6.680 -2.745 -3.032
H 6.207 -3.369 1.963
C -3.159 1.906 -5.593
C 0.932 -4.428 5.104
C -2.964 2.030 -4.221
C 2.637 1.311 -2.141
H -4.061 1.982 0.223
C -2.767 -1.411 -0.150
C -0.320 4.845 -1.973
H 0.767 -6.290 -0.552
C -5.046 -2.185 4.254
C 6.150 -1.655 0.678
H -5.220 -1.053 -3.723
C 0.107 -4.589 -1.675
O -5.940 -2.536 -2.455
C -1.488 4.219 -1.545
H -3.012 6.886 -0.118
C -0.574 2.197 -4.576
C -1.071 3.289 2.306
H -1.876 3.990 2.118
H -0.521 -4.612 -5.008
H 1.180 -5.742 3.425
C -0.040 1.141 1.748
C -2.253 6.313 -0.635
C 1.261 -2.087 4.658
H -2.220 1.849 -7.516
H 3.324 -0.476 -3.280
C -2.066 1.939 -6.448
H -4.774 -2.358 5.299
C -0.242 -4.985 -4.031
N 1.296 0.171 -0.748
C -5.772 1.689 -1.033
C 2.965 1.984 4.621
H 0.802 -2.887 6.590
C 1.982 2.907 4.381
C 4.288 -2.418 1.992
C -2.558 -1.147 -2.852
H -0.633 -0.760 3.670
C -1.092 6.935 -1.071
C 0.479 -5.920 -1.529
H 0.779 -7.814 -2.486
C 1.496 -2.363 3.312
H 0.713 -5.228 5.799
H 5.804 0.117 -0.487
C -3.547 2.063 -1.866
H 3.152 2.139 -2.602
P 1.815 -1.042 2.097
H -2.431 -1.023 -3.921
H -4.540 -2.669 -3.989
H 1.714 -3.919 1.855
H -0.582 -0.441 -2.377
H 3.749 2.196 5.335
H 3.491 0.385 0.259
C -1.667 2.193 -3.723
N -1.635 -0.927 -0.671
H -6.457 1.582 -0.202
C 3.503 -1.378 1.500
C -1.527 -0.816 -2.007
H 1.429 2.267 -0.509
C -0.087 3.597 3.197
H -4.763 -2.146 -0.517
H -5.715 -0.368 4.539
C 5.606 -2.557 1.575
C -1.552 -1.113 3.233
C 1.471 -3.690 2.884
C -0.126 6.198 -1.743
H -3.370 4.487 -0.541
C 2.957 0.753 3.939
C -2.451 4.958 -0.870
H -1.021 -3.556 -0.185
H 0.066 2.088 -6.623
C 0.978 -3.114 5.547
O -6.033 -1.176 4.124
C 0.953 1.438 2.734
C 0.486 -6.781 -2.619
H 3.733 0.020 4.130
H 1.889 -2.838 -2.129
C 0.031 -3.702 -0.453
H -4.156 1.788 -6.001
C 1.965 0.491 3.029
C 0.949 2.664 3.445
H 0.781 6.680 -2.088
C -2.755 -1.526 1.321
H -7.295 1.435 -2.520
H -0.941 7.991 -0.891
H 0.471 -4.236 0.389
C -4.421 1.918 -0.799
C -3.851 -1.762 -0.945
C 1.189 -4.716 3.771
H 1.986 3.853 4.910
H -1.867 1.854 0.918
H 1.310 -1.066 5.017
C -4.014 1.951 -3.182
C -5.369 1.731 -3.410
C -1.049 2.061 1.600
H -5.505 -3.097 3.872
C -4.898 -1.973 -3.222
C -0.778 2.077 -5.946
C -3.816 -1.855 3.444
H -0.552 -3.097 -3.076
H -4.796 -2.138 1.560
C 2.727 -0.040 -2.494
C -0.256 -4.131 -2.940
C 1.502 -2.079 -1.454
C 4.068 -0.457 0.614
H 0.432 2.281 -4.181
C -3.753 -1.624 -2.317
C 1.890 -0.722 -1.614
As -1.617 2.286 -1.785
C 0.128 -6.315 -3.873
C 1.750 1.395 -1.061
N 0.628 -2.368 -0.545
C 5.381 -0.600 0.204
C -6.241 1.603 -2.338
H 3.884 -3.119 2.709
N -1.582 -1.191 1.904
Ru 0.009 -0.596 0.608
C -3.872 -1.878 2.056
C -2.634 -1.443 4.031

Atomic partial charges in e from the Mulliken method, atoms 1 to 5: atom 1 (H): 0.4038, atom 2 (H): 0.4675, atom 3 (H): 0.3174, atom 4 (H): 0.4370, atom 5 (H): 0.3996

Look up the charge of the first one.
+1

Look up the ΔE to the lowest compared entry with this formula, charge and spin of the second one.
9.0 kcal/mol